[1]
115
Properties=species:S:1:pos:R:3:forces:R:3:mulliken_charge:R:1 method="wB97M-V/def2-TZVPD" max_force_ha_per_bohr=0.023 energy_ev=-151506.380 molar_mass_g_mol=1044.1 total_charge=0
Mg 0.515974 -2.028665 -1.094136 0.412 -0.185 -1.099 1.632
C 5.725854 -3.759531 -3.071271 0.011 -0.033 0.008 -0.612
C 5.215023 -2.498700 -3.334406 0.015 0.000 -0.066 -0.606
C 4.216761 -1.958281 -2.533263 -0.045 0.063 0.125 -0.270
C 3.707432 -2.677496 -1.453725 0.093 0.029 -0.127 -0.951
C 4.254496 -3.934625 -1.175028 -0.069 0.023 -0.052 0.837
C 5.246597 -4.471459 -1.978399 0.030 0.048 0.058 -0.955
N 2.621219 -2.194389 -0.682315 -0.048 0.082 0.361 1.090
C 2.816142 -2.095520 0.632764 -0.102 0.060 -0.246 0.697
C 4.107282 -1.948821 1.246624 0.064 -0.039 0.104 -0.799
C 4.226820 -1.770068 2.587670 -0.086 -0.027 -0.091 -0.727
C 3.092954 -1.766400 3.455030 0.051 0.006 0.098 -0.721
C 1.853310 -1.932950 2.935086 -0.104 -0.034 -0.030 -0.530
C 1.684272 -2.098362 1.532847 0.414 -0.089 0.147 -0.159
N 0.517050 -2.326784 0.926581 -0.394 -0.112 0.646 1.434
N -0.578805 -2.437460 1.574911 0.208 0.039 0.215 -1.512
C -1.652657 -2.689133 0.716229 -0.296 -0.036 -0.265 -0.452
C -2.919783 -2.861368 1.276793 0.078 -0.039 0.045 -0.666
C -3.989023 -3.096983 0.439311 0.036 0.013 -0.021 -0.414
C -3.773800 -3.182193 -0.932706 -0.051 0.000 0.007 -1.035
C -2.490514 -3.003019 -1.405657 0.037 -0.014 -0.020 -0.306
N -1.453337 -2.739804 -0.609346 -0.231 0.145 0.198 0.421
H 6.475323 -4.196150 -3.718308 -0.008 0.018 0.017 0.429
H 5.592001 -1.931786 -4.177295 -0.011 0.014 0.023 0.413
H 3.836646 -0.960811 -2.725118 -0.052 -0.025 -0.037 0.397
H 3.871444 -4.491968 -0.328827 -0.029 -0.009 -0.045 0.367
H 5.637718 -5.458095 -1.760549 -0.016 0.004 -0.016 0.374
H 4.981081 -1.933331 0.610381 0.009 -0.014 0.006 0.500
H 5.209959 -1.616125 3.015516 0.012 -0.011 -0.015 0.428
H 3.235509 -1.639656 4.519918 -0.010 0.015 -0.009 0.449
H 0.970766 -1.956074 3.561812 0.004 0.021 -0.010 0.506
H -3.025115 -2.813186 2.351864 0.007 0.022 -0.014 0.556
H -4.985314 -3.217365 0.844534 0.010 -0.023 0.015 0.429
H -4.586161 -3.376569 -1.618206 0.029 -0.026 -0.010 0.467
H -2.267164 -3.076617 -2.463989 0.005 0.029 -0.005 0.491
N -2.415199 0.999184 -3.719316 0.014 0.074 0.038 -0.112
C -3.530367 1.662113 -3.174022 -0.196 -0.051 0.002 -0.201
C -4.412765 2.324052 -4.011322 0.043 0.001 -0.008 -0.826
C -5.558782 2.918443 -3.496263 0.034 0.022 -0.066 -0.580
C -5.807390 2.881383 -2.137663 -0.021 0.068 0.111 -0.818
C -4.905334 2.247947 -1.288967 -0.045 -0.041 -0.054 -0.663
C -3.786680 1.624828 -1.807006 0.210 -0.163 0.005 0.997
S -2.689258 0.739800 -0.727034 -0.057 0.297 0.127 -0.112
N -1.604681 -0.010900 -1.758472 0.206 -0.426 -0.034 0.188
C -1.604509 0.136165 -3.019669 -0.105 0.077 0.166 0.476
C -0.687415 -0.717787 -3.829881 0.007 -0.098 -0.272 0.587
C -0.941877 -0.903867 -5.182409 0.099 0.054 0.064 -1.171
C -0.055201 -1.646511 -5.950766 -0.012 0.033 -0.011 -0.893
C 1.046321 -2.196420 -5.340126 0.011 -0.044 -0.006 -1.193
C 1.170819 -2.058276 -3.964319 0.087 0.297 -0.058 0.604
N 0.342121 -1.326809 -3.214164 -0.160 0.042 -0.037 0.184
H -2.286938 1.089575 -4.708604 0.073 0.021 -0.023 0.196
H -4.199056 2.376485 -5.073648 -0.055 -0.053 0.007 0.398
H -6.252449 3.405351 -4.168186 0.017 0.037 0.017 0.392
H -6.696031 3.343323 -1.728297 0.030 0.017 -0.015 0.395
H -5.076021 2.232805 -0.218366 -0.040 -0.043 -0.031 0.476
H -1.829232 -0.497548 -5.643155 -0.004 0.002 -0.020 0.419
H -0.230555 -1.785291 -7.009563 -0.015 0.008 0.010 0.437
H 1.779014 -2.762408 -5.896045 0.019 -0.061 0.060 0.493
H 1.993560 -2.527820 -3.451449 0.045 -0.055 0.049 0.093
C 0.937218 1.655003 4.307949 -0.062 0.130 0.052 -1.415
C -0.484289 2.130165 4.646365 -0.114 -0.083 0.024 2.098
C -0.465419 2.710095 6.073145 -0.086 0.006 -0.129 -1.909
C -1.423532 0.913432 4.679388 0.093 0.077 -0.058 -1.947
C -1.022136 3.206340 3.628809 0.306 -0.093 0.081 2.274
O -2.318555 3.641493 4.043019 0.018 0.066 0.046 -0.778
C -0.022951 4.391046 3.531430 -0.171 -0.057 -0.277 -0.921
C -0.590554 5.802264 3.320939 -0.052 -0.081 0.028 -1.827
C -0.986891 6.263653 1.937605 0.034 -0.128 0.000 0.627
C -0.145844 6.062235 0.846407 -0.044 -0.036 -0.034 0.251
C -0.400867 6.661113 -0.377172 0.084 0.001 0.021 -0.939
C -1.504238 7.486161 -0.511651 -0.005 -0.035 0.117 0.359
Cl -1.752799 8.351448 -1.996647 -0.079 -0.041 -0.108 -0.232
C -2.385920 7.662325 0.540871 -0.008 0.033 0.001 -0.792
C -2.122632 7.046273 1.756670 0.021 0.013 -0.047 -0.351
C -1.383645 2.600027 2.255647 -0.151 0.348 0.248 -3.172
N -0.333518 1.971485 1.487526 -0.183 -0.215 -0.181 1.922
C -0.207269 0.669425 1.195344 0.233 0.116 0.250 -1.536
N 0.727235 0.487307 0.283539 -0.357 0.074 -0.339 0.536
C 1.105791 1.764932 0.000654 0.462 -0.271 0.059 -0.993
N 0.504015 2.686732 0.711600 -0.048 0.124 -0.080 -0.736
H 1.289990 0.991871 5.100877 0.001 0.001 -0.014 0.512
H 1.638958 2.487075 4.233623 0.022 -0.039 0.026 0.268
H 0.974275 1.094389 3.378001 0.076 -0.012 0.008 0.122
H -0.021196 1.976635 6.746653 -0.024 -0.002 0.013 0.487
H -1.475257 2.908524 6.442060 0.017 -0.006 0.030 0.517
H 0.122333 3.623075 6.157780 0.012 0.010 0.047 0.334
H -1.189084 0.294206 5.546850 0.011 -0.040 -0.036 0.520
H -1.312725 0.288314 3.791318 -0.021 -0.036 0.072 0.192
H -2.464307 1.229723 4.758449 -0.009 -0.028 0.010 0.332
H -2.249986 4.017939 4.925833 -0.005 0.022 0.010 0.611
H 0.705511 4.166125 2.750440 0.047 -0.036 0.053 0.497
H 0.526262 4.439322 4.468429 0.134 -0.030 -0.038 0.739
H 0.198539 6.491984 3.636392 -0.036 -0.001 0.120 0.435
H -1.429506 5.959511 4.000009 -0.003 0.072 -0.004 0.322
H 0.732155 5.438097 0.945172 -0.001 -0.019 0.008 0.261
H 0.275229 6.513748 -1.208952 -0.035 0.026 -0.006 0.426
H -3.251293 8.299894 0.419144 0.007 -0.013 -0.004 0.415
H -2.797010 7.215133 2.588204 0.005 -0.031 0.002 0.354
H -1.815485 3.392204 1.643007 0.038 0.010 -0.014 0.482
H -2.161137 1.858922 2.426957 0.005 -0.036 -0.097 0.548
H -0.759846 -0.107662 1.702692 -0.053 0.019 -0.071 0.337
H 1.885432 2.002079 -0.705807 -0.069 0.016 -0.036 0.525
C 1.802948 -6.428501 0.406366 -0.076 -0.148 -0.189 -0.022
S 1.191648 -7.561309 -0.875061 0.071 0.050 0.030 -0.151
C 1.968456 -6.846416 -2.277382 -0.031 -0.011 0.101 0.102
C 1.637506 -5.653560 -2.826760 0.354 -0.165 -0.205 -0.145
S 0.355832 -4.612144 -2.358510 -0.371 0.337 0.295 -0.221
S 2.646385 -5.226256 -4.211706 -0.164 -0.104 0.154 -0.004
C 3.677545 -6.613851 -4.247521 -0.048 0.053 0.092 0.011
S 4.892439 -6.807123 -5.336900 0.093 -0.020 -0.088 -0.239
S 3.295294 -7.737134 -2.998558 -0.046 0.208 -0.015 -0.158
H 1.411613 -6.788813 1.356837 0.031 0.036 0.017 0.400
H 1.432570 -5.424859 0.199784 0.021 0.019 0.039 -0.561
H 2.890692 -6.452214 0.414264 -0.004 0.019 0.106 0.264

[2]
20
Properties=species:S:1:pos:R:3:forces:R:3:mulliken_charge:R:1 method="wB97M-V/def2-TZVPD" max_force_ha_per_bohr=0.114 energy_ev=-10858.757 molar_mass_g_mol=125.2 total_charge=0
C 0.019941 2.567968 0.259757 -0.446 0.662 -2.022 -0.756
C 0.922532 0.156974 -0.541238 1.378 1.575 2.036 -0.693
C 0.411021 -1.155009 -0.028764 -1.502 -0.898 -3.347 0.521
C 1.263649 -1.948129 0.770219 2.190 0.225 0.295 -0.531
C -1.139647 -1.050341 -0.271899 -2.567 -2.778 -2.189 -0.420
C -1.400520 0.271546 0.348087 -1.441 5.248 -0.417 0.278
H 1.107829 3.132815 -0.529359 -3.590 -1.852 2.783 0.250
H -1.383979 3.072930 -0.395312 4.029 -0.897 2.379 0.221
H 0.208806 2.930512 1.841899 -0.624 -1.073 -4.483 0.216
H 1.235946 0.012345 -1.616180 -1.195 1.094 0.433 0.163
H 1.909059 0.385549 -0.010027 -1.140 -0.112 -0.583 0.381
H 0.951502 -2.821336 1.206414 -1.238 -1.784 1.469 0.270
H 2.148316 -1.590952 1.227009 0.558 0.985 0.783 0.250
H 1.888276 -1.402723 -1.408527 -0.778 -4.044 3.514 0.350
H -2.005197 -2.055439 -0.165131 3.049 3.156 0.677 0.323
H -1.457642 -0.825971 -1.433618 1.571 -0.564 2.443 0.195
H -3.494836 0.476695 0.677871 4.295 1.123 0.963 0.259
N -0.126310 1.120310 -0.142736 -1.799 -0.212 2.050 0.090
N 1.361942 -2.263576 -0.626985 -0.452 3.770 -4.465 -0.671
N -2.420687 0.985833 0.838522 -0.298 -3.624 -2.320 -0.697

[3]
81
Properties=species:S:1:pos:R:3:forces:R:3:mulliken_charge:R:1 method="wB97M-V/def2-TZVPD" max_force_ha_per_bohr=0.018 energy_ev=-118575.629 molar_mass_g_mol=760.7 total_charge=+1
Co 0.681531 0.881064 0.751992 -0.185 0.165 0.488 -0.705
N 2.298159 -1.707476 3.375886 0.120 -0.097 -0.152 -0.016
C 3.345512 -1.911425 2.482229 -0.036 -0.020 0.091 0.629
C 4.426412 -2.782826 2.504566 -0.008 0.017 0.027 -1.222
C 5.311556 -2.698478 1.448808 0.016 0.018 -0.015 -0.660
C 5.136323 -1.761496 0.419543 0.005 -0.010 0.029 -1.096
C 4.059219 -0.898405 0.407572 0.012 -0.080 0.057 -0.033
C 3.138233 -0.999175 1.445461 -0.116 0.162 0.050 -0.023
N 1.971676 -0.283478 1.716438 0.059 -0.719 -0.615 0.798
C 1.509343 -0.762628 2.844972 -0.163 0.132 0.108 -0.212
C 0.217820 -0.301649 3.305831 0.164 0.074 -0.116 -0.365
C -0.506417 -0.614269 4.401155 -0.055 -0.055 0.003 -0.318
S -2.052136 0.096987 4.270335 -0.071 0.023 0.077 -0.197
C -1.632874 0.788088 2.782028 0.109 0.083 -0.173 -0.281
N -0.413837 0.522145 2.393135 -0.066 -0.333 0.058 1.058
H 2.076328 -2.277362 4.173419 -0.001 0.004 0.027 0.304
H 4.570434 -3.493409 3.307073 0.004 0.007 0.005 0.466
H 6.167775 -3.358212 1.421303 -0.009 -0.005 -0.004 0.415
H 5.867299 -1.713847 -0.376222 -0.008 0.005 -0.001 0.479
H 3.938768 -0.162168 -0.368234 0.099 -0.020 0.065 0.231
H -0.240818 -1.244707 5.233094 0.018 0.011 -0.005 0.483
H -2.291738 1.447679 2.233097 0.028 -0.071 0.027 0.206
N -5.234045 1.200329 -3.992427 0.132 -0.028 0.032 -0.490
C -4.396224 1.724437 -3.049242 -0.095 -0.038 -0.063 1.137
C -3.635966 2.867057 -3.325605 0.027 0.057 -0.008 -0.908
C -2.779882 3.387563 -2.378004 0.041 -0.066 0.007 -0.257
C -2.676505 2.775912 -1.134604 -0.141 -0.062 -0.079 -0.476
C -3.429348 1.640563 -0.842740 0.105 0.024 -0.042 0.098
C -4.277047 1.114690 -1.789990 -0.008 -0.026 0.029 -0.962
S -1.551378 3.382416 0.034717 0.165 -0.027 0.204 1.336
O -2.084105 3.138442 1.358913 0.022 -0.001 -0.027 -0.859
O -1.159242 4.714589 -0.294893 -0.015 0.069 -0.069 -0.731
N -0.224807 2.413055 -0.041465 -0.173 -0.028 -0.471 -0.186
C 0.614932 2.427180 -1.101157 0.022 0.158 0.081 0.738
N 1.565229 1.484609 -0.873613 -0.042 0.120 -0.184 0.477
C 2.325424 1.129039 -1.913732 0.103 0.050 0.283 0.082
C 2.253264 1.810350 -3.100300 -0.053 0.116 -0.058 -1.043
C 1.351596 2.878531 -3.162874 0.056 -0.017 0.020 -0.581
N 0.527972 3.195275 -2.184012 0.105 0.026 0.120 -0.490
H -5.388787 1.681527 -4.857799 -0.032 0.021 -0.004 0.186
H -5.853841 0.447478 -3.761232 -0.032 0.003 0.002 0.188
H -3.727243 3.345217 -4.293198 0.008 0.002 0.009 0.337
H -2.179050 4.260555 -2.588537 -0.004 0.028 -0.010 0.517
H -3.341335 1.166804 0.127013 -0.039 -0.008 0.002 0.244
H -4.865294 0.232458 -1.566850 0.001 0.008 0.011 0.307
H 3.017541 0.313164 -1.773526 -0.129 -0.053 -0.127 0.440
H 2.878181 1.542574 -3.937683 0.010 0.018 0.002 0.486
H 1.291670 3.494856 -4.053517 0.003 -0.019 -0.011 0.435
C 1.145844 -3.569990 -1.527235 -0.046 -0.001 0.019 -0.876
C -0.078320 -4.064704 -0.762316 0.038 0.039 -0.028 -1.553
C -1.159489 -2.983098 -0.542652 -0.013 -0.005 0.056 3.097
C -2.311134 -3.557591 0.304174 -0.024 0.068 0.020 -1.682
C -3.390209 -2.528037 0.626917 0.051 -0.007 -0.034 -0.921
C -1.721719 -2.603713 -1.880078 -0.032 -0.104 -0.047 -0.313
O -2.336372 -3.369399 -2.586550 0.005 0.047 -0.021 -0.658
N -1.480098 -1.315773 -2.256120 -0.007 0.049 -0.001 0.357
C -0.749585 -0.339747 -1.585671 0.135 -0.186 0.221 -0.336
O -0.566340 0.691602 -2.193122 -0.220 -0.066 -0.188 -0.500
N -0.276476 -0.586427 -0.295992 -0.245 -0.150 -0.214 1.750
C -0.506894 -1.838975 0.238234 -0.032 0.040 0.024 -1.568
O -0.181257 -2.136950 1.377014 0.255 0.312 0.234 -0.463
H 1.860973 -4.380506 -1.664262 0.003 0.002 -0.006 0.521
H 1.657007 -2.766899 -0.988049 0.001 -0.006 0.000 -0.001
H 0.877408 -3.198903 -2.519135 0.004 0.000 -0.001 0.266
H 0.217085 -4.427734 0.222714 -0.018 -0.015 -0.002 0.465
H -0.553724 -4.884683 -1.301816 -0.004 -0.015 0.014 0.507
H -1.880377 -3.953154 1.222921 -0.006 -0.020 -0.005 0.490
H -2.742146 -4.383519 -0.261520 0.014 -0.024 0.008 0.547
H -2.980590 -1.694738 1.205689 -0.002 -0.002 0.006 0.020
H -4.190669 -2.977039 1.213960 -0.003 0.000 0.000 0.548
H -3.837713 -2.122208 -0.283758 -0.006 -0.007 -0.001 0.237
H -1.798850 -1.029334 -3.171974 -0.011 0.035 0.005 0.337
N 1.980095 4.013423 2.952442 0.051 -0.006 0.021 -0.076
C 3.214796 3.531368 2.583786 -0.026 0.037 0.019 -0.924
C 2.969360 2.436519 1.823587 -0.045 0.004 -0.019 -0.351
N 1.605381 2.259734 1.729701 0.235 0.275 0.276 0.824
C 1.035738 3.227598 2.417887 0.045 0.093 -0.076 -0.472
H 1.804940 4.834630 3.506297 -0.025 0.019 -0.008 0.262
H 4.133101 4.001874 2.883938 -0.002 0.000 -0.004 0.448
H 3.664819 1.778311 1.335242 0.006 0.002 0.024 0.458
H -0.024863 3.404437 2.498620 -0.025 -0.029 0.024 0.593